Record 1
Entry from the OMol25 dataset: a cluster of 2 separate species, C4H7NO2 in total (wB97M-V/def2-TZVPD).

Properties
- Energy relative to the best compared isomer or geometry (same formula, charge and spin): 2.754 eV
- Total charge: 0
- Highest occupied orbital energy: -9.777 eV
- Structure (SMILES): O=C1CN1.CC=O
- Spin multiplicity: 1
- DFT total energy: -361.77966 Ha
- E_LUMO: 0.9 eV

Each line ends with the Löwdin charge.
Element x y z (Å)
C1 0.800 -1.838 0.829  -0.0633
C2 1.540 -0.538 0.680  -0.3276
O1 1.843 -0.047 -0.385  0.0160
C3 -0.557 1.565 -1.156  -0.0367
C4 -1.161 0.829 -0.045  -0.4923
N1 -1.919 0.923 -1.163  0.1204
O2 -1.156 0.440 1.093  0.0921
H1 0.103 -1.786 1.669  0.0731
H2 1.526 -2.636 1.029  0.0844
H3 0.264 -2.071 -0.094  0.0852
H4 1.828 -0.038 1.627  0.1221
H5 0.163 1.113 -1.831  0.0930
H6 -0.484 2.646 -1.040  0.1104
H7 -2.790 1.438 -1.214  0.1233

Record 2
Entry from the OMol25 dataset: a cluster of 2 separate species, C4H7NO2 in total (wB97M-V/def2-TZVPD).

Properties
- Energy relative to the best compared isomer or geometry (same formula, charge and spin): 3.000 eV
- Total charge: 0
- Highest occupied orbital energy: -9.963 eV
- Spin multiplicity: 1
- DFT total energy: -361.77061 Ha
- E_LUMO: 0.7 eV

Each line ends with the Löwdin charge.
Element x y z (Å)
C1 2.921 -0.947 0.741  -0.0571
C2 -0.594 -0.799 0.502  -0.0370
O1 -0.170 0.451 0.452  -0.0523
C3 -1.062 1.320 -0.273  -0.0618
C4 -2.149 0.380 -0.684  -0.4010
N1 -3.188 0.609 -1.342  0.1855
O2 -1.763 -0.861 -0.168  0.0262
H1 3.706 -1.655 1.021  0.0150
H2 3.003 -0.043 1.351  0.0179
H3 3.036 -0.674 -0.312  0.0179
H4 1.942 -1.403 0.903  -0.0177
H5 -0.529 1.754 -1.122  0.1433
H6 -1.415 2.111 0.392  0.1427
H7 -3.738 -0.243 -1.461  0.0783

Record 3
Entry from the OMol25 dataset: the molecule C4H7NO2 (wB97M-V/def2-TZVPD).

Properties
- Energy relative to the best compared isomer or geometry (same formula, charge and spin): 3.562 eV
- Total charge: 0
- Highest occupied orbital energy: -9.833 eV
- Structure (SMILES): C/C(=N\O)[C@H]1CO1
- Spin multiplicity: 1
- DFT total energy: -361.74996 Ha
- E_LUMO: 1.0 eV

Each line ends with the Löwdin charge.
Element x y z (Å)
C1 1.063 -1.215 -0.526  -0.0159
C2 -0.105 -0.404 -0.044  -0.3031
N1 -0.922 -0.769 0.866  0.0454
O1 -0.602 -2.031 1.346  -0.0591
C3 -0.357 0.932 -0.664  -0.2629
C4 -0.428 2.145 0.143  -0.1048
O2 0.738 1.836 -0.610  -0.0339
H1 0.735 -2.207 -0.853  0.0851
H2 1.581 -0.705 -1.343  0.0851
H3 1.770 -1.370 0.297  0.0918
H4 -1.287 -2.187 2.008  0.0949
H5 -0.866 0.917 -1.629  0.1494
H6 -0.998 3.003 -0.212  0.1122
H7 -0.320 2.056 1.222  0.1158

Record 4
Entry from the OMol25 dataset: the molecule C4H7NO2 (wB97M-V/def2-TZVPD).

Properties
- Energy relative to the best compared isomer or geometry (same formula, charge and spin): 1.332 eV
- Total charge: 0
- Highest occupied orbital energy: -8.449 eV
- Structure (SMILES): C/C=C(/N)OC=O
- Spin multiplicity: 1
- DFT total energy: -361.83190 Ha
- E_LUMO: 0.9 eV

Each line ends with the Löwdin charge.
Element x y z (Å)
C1 0.801 1.099 1.189  -0.0944
C2 0.940 0.354 -0.110  -0.1068
C3 -1.430 -0.990 0.840  -0.3336
O1 -2.301 -0.877 1.649  0.1056
C4 -0.095 -0.101 -0.828  -0.4302
O2 -1.361 -0.198 -0.268  0.0407
N1 -0.117 -0.419 -2.165  0.1357
H1 -0.250 1.267 1.445  0.0743
H2 1.281 0.599 2.038  0.0753
H3 1.269 2.086 1.093  0.0740
H4 1.925 0.308 -0.569  0.1035
H5 -0.619 -1.737 0.880  0.1576
H6 0.726 -0.284 -2.698  0.1000
H7 -0.770 -1.108 -2.496  0.0984

Record 5
Entry from the OMol25 dataset: the molecule C4H7NO2 (wB97M-V/def2-TZVPD).

Properties
- Energy relative to the best compared isomer or geometry (same formula, charge and spin): 6.066 eV
- Total charge: 0
- Highest occupied orbital energy: -8.141 eV
- Spin multiplicity: 1
- DFT total energy: -361.65792 Ha
- E_LUMO: 0.3 eV

Each line ends with the Löwdin charge.
Element x y z (Å)
C1 0.838 1.678 0.474  -0.0658
C2 -1.370 0.509 -0.084  -0.0860
C3 -0.167 0.614 0.257  -0.1413
C4 0.486 -1.158 0.062  -0.4095
O1 -0.817 -1.528 -0.645  -0.1130
O2 -2.631 0.681 -0.333  0.1409
N1 1.573 -1.185 -0.649  0.0528
H1 -2.856 0.313 -1.204  0.1471
H2 -1.166 -2.373 -0.320  0.0854
H3 2.318 -1.678 -0.161  0.0310
H4 0.436 -1.672 1.034  0.1261
H5 0.510 2.661 0.134  0.0779
H6 1.115 1.729 1.531  0.0823
H7 1.731 1.409 -0.097  0.0721

Record 6
Entry from the OMol25 dataset: the ion C4H7NO2S with charge -2 (wB97M-V/def2-TZVPD).

Properties
- Energy relative to the best compared isomer or geometry (same formula, charge and spin): 4.673 eV
- Total charge: -2
- Highest occupied orbital energy: 0.441 eV
- Structure (SMILES): O=C[C@@H](C[S-])NC[O-]
- Spin multiplicity: 1
- DFT total energy: -759.89128 Ha
- E_LUMO: 6.1 eV

Each line ends with the Löwdin charge.
Element x y z (Å)
O1 -0.731 2.232 0.705  -0.0226
C1 -0.125 1.234 1.063  -0.2473
C2 -0.401 -0.232 0.599  -0.5672
C3 -1.700 -0.305 -0.249  -0.7858
S1 -2.658 -1.592 0.537  0.0756
N1 0.889 -0.754 0.225  -0.0787
C4 1.730 0.141 -0.858  -0.5216
O2 2.503 -0.682 -1.573  -0.3910
H1 0.576 1.110 1.931  0.1041
H2 -0.661 -0.983 1.425  0.0476
H3 -1.129 -0.494 -1.315  0.0891
H4 -2.242 0.688 -0.450  0.0438
H5 0.774 -1.639 -0.395  0.1088
H6 2.322 0.735 -0.173  0.0582
H7 0.853 0.539 -1.472  0.0869

Record 7
Entry from the OMol25 dataset: the molecule C4H7NO2S (wB97M-V/def2-TZVPD).

Properties
- Energy relative to the best compared isomer or geometry (same formula, charge and spin): 2.629 eV
- Total charge: 0
- Highest occupied orbital energy: -9.295 eV
- Structure (SMILES): C[C@@H]1S[C@@H]1C(=O)NO
- Spin multiplicity: 1
- DFT total energy: -759.97995 Ha
- E_LUMO: 0.8 eV

Each line ends with the Löwdin charge.
Element x y z (Å)
C1 1.120 1.081 -0.947  -0.0985
C2 1.572 0.301 0.283  -0.5537
C3 0.542 -0.415 1.053  -0.4548
C4 -0.942 -0.259 0.670  -0.4973
H1 0.721 2.037 -0.564  0.0935
H2 0.355 0.566 -1.534  0.0779
H3 1.964 1.308 -1.592  0.0730
H4 2.416 0.717 0.827  0.1081
H5 0.666 -0.480 2.107  0.1039
H6 -1.103 -1.895 -0.684  0.1379
H7 -2.978 -0.027 -0.160  0.0827
N1 -1.542 -1.134 -0.180  0.0070
O1 -1.611 0.610 1.187  0.0655
O2 -2.828 -0.874 -0.582  0.0179
S1 1.647 -1.537 0.117  0.8369

Record 8
Entry from the OMol25 dataset: the molecule C4H7NO3 (wB97M-V/def2-TZVPD).

Properties
- Energy relative to the best compared isomer or geometry (same formula, charge and spin): 4.563 eV
- Total charge: 0
- Highest occupied orbital energy: -8.264 eV
- Structure (SMILES): N[C@@H](CO)C(O)=C=O
- Spin multiplicity: 1
- DFT total energy: -436.97569 Ha
- E_LUMO: 0.6 eV

Each line ends with the Löwdin charge.
Element x y z (Å)
C1 -1.367 -0.454 -0.313  -0.1788
C2 0.751 -0.146 -1.410  -0.1485
C3 1.172 -0.189 -0.158  -0.3041
N1 -0.046 0.792 1.718  0.0654
C4 0.080 -0.270 0.834  -0.2820
O1 2.489 -0.312 0.286  0.0429
O2 -1.643 0.698 -1.056  -0.0735
O3 0.624 0.033 -2.575  0.1497
H1 3.074 0.151 -0.324  0.1043
H2 -1.752 0.472 -1.989  0.0912
H3 0.019 1.713 1.310  0.0983
H4 0.124 0.649 2.701  0.0872
H5 -2.091 -0.503 0.503  0.0946
H6 -1.429 -1.400 -0.860  0.1136
H7 -0.004 -1.234 1.333  0.1396

Record 9
Entry from the OMol25 dataset: the molecule C4H7NO3 (wB97M-V/def2-TZVPD).

Properties
- Energy relative to the best compared isomer or geometry (same formula, charge and spin): 2.833 eV
- Total charge: 0
- Highest occupied orbital energy: -9.539 eV
- Structure (SMILES): C[C@]1(O)N[C@H]1C(=O)O
- Spin multiplicity: 1
- DFT total energy: -437.03928 Ha
- E_LUMO: 0.5 eV

Each line ends with the Löwdin charge.
Element x y z (Å)
C1 1.907 0.403 0.054  -0.5615
C2 0.564 0.796 0.517  -0.0386
C3 -0.548 -0.277 -0.141  -0.5071
C4 -1.845 0.346 -0.635  0.0190
N1 -0.138 -0.300 1.158  0.0552
O1 2.172 -0.839 0.357  0.0790
O2 2.780 1.002 -0.519  0.1076
O3 -0.113 -1.286 -0.966  0.0705
H1 0.170 1.744 0.618  0.1191
H2 -1.606 0.719 -1.694  0.1220
H3 -2.178 1.129 0.009  0.0732
H4 -2.436 -0.589 -0.797  0.1019
H5 1.370 -1.153 0.921  0.1263
H6 -0.784 0.042 1.872  0.1488
H7 0.686 -1.737 -0.756  0.0847